(1)
The following is a DFT calculation (ωB97M-V with the def2-TZVPD basis set) of a single C10H9ClO molecule at a distorted geometry.

Output
SMILES = C=C(c1ccccc1)[C@@]1(Cl)CO1
HOMO level = -9.05 eV
HOMO-LUMO gap = 9.79 eV
Molecular weight = 180.6 g mol⁻¹
E = -25082.718 eV

Structure (ORCA input):
```
! wB97M-V def2-TZVPD RIJCOSX def2/J DEFGRID3
* xyz 0 1
C 1.04336 1.85388 -0.40773
C 0.86668 0.61333 -0.19123
C -0.31682 -0.21302 -0.13998
C -1.37839 0.18766 -0.96390
C -2.56451 -0.62808 -0.90082
C -2.66700 -1.65442 -0.00926
C -1.66023 -1.90970 0.85889
C -0.44713 -1.25407 0.83460
C 2.21280 -0.27812 0.04932
Cl 2.46264 -1.45627 -1.22527
C 3.33204 0.36260 0.63695
O 2.63407 -0.72941 1.25981
H 2.04921 2.15826 -0.46524
H 0.19645 2.67750 -0.42869
H -1.31295 0.83843 -1.75451
H -3.33813 -0.33171 -1.66930
H -3.48204 -2.26183 -0.10967
H -1.58292 -2.67930 1.71416
H 0.31897 -1.45591 1.66292
H 4.34488 0.06858 0.26356
H 3.30649 1.34087 1.08537
*
```

---

(2)
The following is a DFT calculation (ωB97M-V with the def2-TZVPD basis set) of a single C5H10N2O molecule at a distorted geometry.

Output
SMILES = [H]/N=C(C)/C=C(\N)OC
HOMO level = -7.82 eV
HOMO-LUMO gap = 8.77 eV
Molecular weight = 114.1 g mol⁻¹
E = -10374.333 eV

Structure (ORCA input):
```
! wB97M-V def2-TZVPD RIJCOSX def2/J DEFGRID3
* xyz 0 1
H 2.18704 -1.82966 -1.39962
N 1.74313 -1.24375 -0.69549
C 0.65916 -0.66840 -1.08214
C 0.13011 -0.80000 -2.49304
C -0.10585 0.13868 -0.19128
C 0.22268 0.28490 1.13367
N 1.31012 -0.29528 1.63686
O -0.48600 0.98507 2.05391
C -1.75820 1.46395 1.70925
H -0.96700 -0.82632 -2.49018
H 0.42275 0.04157 -3.07478
H 0.52106 -1.72574 -2.95162
H -0.94908 0.67993 -0.61274
H 1.83608 -0.82412 0.92116
H 1.53270 -0.17237 2.59385
H -1.69108 2.40521 1.13687
H -2.31633 0.73457 1.13336
H -2.29128 1.65177 2.67196
*
```

---

(3)
The following is a DFT calculation (ωB97M-V with the def2-TZVPD basis set) of 8 unconnected molecules or ions with the total composition C32H48BF4O25PS at a distorted geometry.

Output
SMILES = O=C(O[C@H]([PH2]=S)C(F)(F)C(F)F)B(O)O.C[C@@H]1COC(=O)O1.C[C@@H]1COC(=O)O1.C[C@@H]1COC(=O)O1.C[C@@H]1COC(=O)O1.C[C@@H]1COC(=O)O1.C[C@@H]1COC(=O)O1.C[C@@H]1COC(=O)O1
HOMO level = -8.37 eV
HOMO-LUMO gap = 8.71 eV
Molecular weight = 982.6 g mol⁻¹
E = -116823.433 eV

Structure (ORCA input):
```
! wB97M-V def2-TZVPD RIJCOSX def2/J DEFGRID3
* xyz 0 1
O 1.67248 -2.75322 -2.65577
C 1.94790 -2.96421 -1.47646
O 3.06096 -3.72390 -1.06159
C 4.29921 -3.30834 -1.69593
P 4.47067 -1.43273 -1.81163
S 4.39612 -0.71849 0.01626
C 4.49467 -4.13310 -3.04232
F 5.58601 -5.00763 -2.85264
F 3.41516 -4.96966 -3.30649
C 4.82874 -3.32644 -4.34807
F 6.06649 -2.67228 -4.30013
F 3.80471 -2.47922 -4.76519
B 0.88385 -2.33524 -0.38480
O 1.24549 -1.81430 0.85861
O -0.47436 -2.29651 -0.77782
H 5.11349 -3.65533 -0.99129
H 3.44553 -0.85237 -2.63609
H 5.70533 -1.01462 -2.40310
H 4.93845 -4.08767 -5.17891
H 1.98683 -2.30539 1.26587
H -0.54103 -1.93967 -1.69140
C -3.99128 -0.81675 -3.96203
C -3.30911 0.31345 -3.22341
C -3.12021 1.55931 -4.03985
O -1.99212 2.16264 -3.40399
C -1.26431 1.15006 -2.85800
O -0.16411 1.27242 -2.40844
O -1.95390 -0.02188 -2.89722
H -3.52968 -0.97643 -4.94092
H -3.89084 -1.75145 -3.41209
H -5.05024 -0.60841 -4.10820
H -3.83348 0.52024 -2.29057
H -3.98559 2.22092 -4.00758
H -2.85845 1.35947 -5.08355
C 4.24753 -2.23921 -7.47870
C 4.41534 -2.80643 -8.87041
C 4.85953 -1.80382 -9.89786
O 4.35684 -2.37332 -11.10581
C 3.26012 -3.10675 -10.76432
O 2.48750 -3.57057 -11.54522
O 3.16317 -3.23426 -9.41124
H 3.66014 -1.31809 -7.49590
H 3.71072 -2.94123 -6.84435
H 5.21771 -2.02333 -7.02675
H 5.08077 -3.67640 -8.84303
H 5.94308 -1.69372 -9.94152
H 4.40276 -0.81834 -9.76718
C -6.30389 -3.98933 0.76323
C -6.65285 -3.06651 -0.38170
C -5.95988 -3.39347 -1.67313
O -5.94718 -2.12721 -2.33744
C -5.94801 -1.18102 -1.35343
O -5.75806 -0.01602 -1.53626
O -6.19011 -1.73710 -0.13884
H -5.22239 -4.11987 0.85063
H -6.64748 -3.57091 1.71088
H -6.76122 -4.97127 0.62427
H -7.74091 -3.02164 -0.50909
H -6.49725 -4.13581 -2.26329
H -4.92430 -3.72021 -1.54052
C 0.59645 0.86947 3.83370
C 2.03193 1.33398 3.75324
C 2.27643 2.40333 2.73275
O 3.65965 2.21366 2.42892
C 3.92659 0.89575 2.64904
O 4.93708 0.34646 2.31982
O 2.89173 0.28665 3.28551
H 0.19680 0.64724 2.84091
H 0.52449 -0.05153 4.41576
H -0.03167 1.63105 4.29913
H 2.38392 1.63793 4.74329
H 2.09758 3.40300 3.12286
H 1.70210 2.26818 1.81132
C -11.56570 -4.63537 1.53407
C -10.91009 -3.49370 2.27693
C -10.73495 -2.24433 1.46050
O -9.62583 -1.62069 2.10618
C -8.88595 -2.61921 2.66202
O -7.79381 -2.47605 3.12176
O -9.55610 -3.80417 2.61727
H -11.09779 -4.79284 0.55909
H -11.45532 -5.56786 2.09105
H -12.62850 -4.43977 1.38128
H -11.44984 -3.29366 3.20854
H -11.61166 -1.59734 1.48246
H -10.45959 -2.44159 0.41989
C 6.79437 6.59452 3.63343
C 5.40999 6.05412 3.90960
C 4.90162 5.09823 2.86880
O 3.48612 5.23736 3.00387
C 3.26130 6.49866 3.46563
O 2.18757 7.01736 3.52157
O 4.42603 7.09109 3.85182
H 6.87943 6.95592 2.60586
H 7.01117 7.44347 4.28524
H 7.55078 5.82433 3.79416
H 5.37207 5.61481 4.91264
H 5.21056 4.07034 3.05306
H 5.17723 5.37862 1.84812
C 3.18195 6.84227 7.58340
C 2.47121 5.57328 7.99604
C 3.15116 4.81225 9.09959
O 2.69481 3.47905 8.86665
C 2.43909 3.38375 7.53354
O 2.21628 2.36330 6.95523
O 2.47638 4.60885 6.94107
H 4.24785 6.66285 7.42006
H 2.77737 7.21889 6.64120
H 3.07325 7.61422 8.34725
H 1.42679 5.79218 8.24199
H 2.86010 5.15502 10.09234
H 4.24247 4.81916 9.02224
*
```

---

(4)
The following is a DFT calculation (ωB97M-V with the def2-TZVPD basis set) of a molecular structure, C19H21N5O2Os at a distorted geometry.

Output
Expectation value of S² = 6.033
HOMO level (alpha / beta) = -20.31 / -20.20 eV
HOMO-LUMO gap (alpha / beta) = 5.99 / 3.43 eV
Molecular weight = 541.6 g mol⁻¹
E = -34006.673 eV

Structure (ORCA input):
```
! wB97M-V def2-TZVPD RIJCOSX def2/J DEFGRID3
* xyz 4 5
N -0.87165 -1.08869 1.58464
C -1.05919 -1.69207 2.55384
C -1.29679 -2.45591 3.78352
H -0.35719 -2.88015 4.13537
H -2.00480 -3.25916 3.58325
H -1.70460 -1.79614 4.54859
N -2.24074 0.66619 -1.57879
C -3.13672 0.97088 -2.24453
C -4.27299 1.35835 -3.08754
H -5.00551 0.55237 -3.10518
H -3.92450 1.55402 -4.10098
H -4.73469 2.25891 -2.68376
N 1.57493 0.26867 -1.08474
C 2.65232 0.36581 -1.49490
C 4.01836 0.49015 -2.01436
H 4.19339 1.51671 -2.33460
H 4.14904 -0.18135 -2.86214
H 4.72988 0.22898 -1.23198
Os -0.50377 0.21196 -0.21786
C -0.19446 2.24769 -0.96908
O -0.03471 3.31146 -1.34724
C -2.00215 1.24483 1.00367
O -2.77221 1.79188 1.64239
C -1.46488 -3.20860 -0.87882
C -0.11495 -3.34688 -0.70635
C 0.72897 -2.87740 -1.63240
C 0.24229 -2.25574 -2.74971
C -1.07829 -2.12109 -2.91819
C -1.94142 -2.60124 -1.97171
H -2.15448 -3.60547 -0.14996
H 0.27852 -3.85444 0.16074
H 1.79099 -3.01311 -1.49860
H 0.91370 -1.89250 -3.51214
H -1.45279 -1.65140 -3.81454
H -3.00841 -2.51693 -2.10822
N 2.49316 2.56429 0.08093
C 1.87467 2.06631 1.27126
C 2.52383 2.57030 2.42509
C 2.04570 2.34006 3.68635
C 0.89209 1.62779 3.81677
C 0.25948 1.11073 2.69108
N 0.71487 1.23172 1.37451
H 2.12064 2.57297 -0.86088
H 3.35782 3.12397 0.14262
H 3.40950 3.19036 2.34359
H 2.54563 2.75032 4.55475
H 0.46700 1.47436 4.80180
H -0.64489 0.63624 2.97447
*
```

---

(5)
The following is a DFT calculation (ωB97M-V with the def2-TZVPD basis set) of 2 unconnected molecules or ions with the total composition C4H2O2 at a distorted geometry.

Output
HOMO level (alpha / beta) = -8.86 / -8.89 eV
HOMO-LUMO gap (alpha / beta) = 7.58 / 7.63 eV
Molecular weight = 82.1 g mol⁻¹
E = -8266.161 eV

Structure (ORCA input):
```
! wB97M-V def2-TZVPD RIJCOSX def2/J DEFGRID3
* xyz 0 1
C -2.86565 0.10412 0.27858
C -4.02530 -0.37898 0.06031
C 0.62488 0.65015 0.07591
C -1.61864 0.29719 0.20239
O 0.91049 -0.20570 0.85434
O -0.71349 1.09285 -0.10144
H 1.28697 1.36624 -0.48223
H -0.60769 -1.36465 0.43995
*
```

---

(6)
The following is a DFT calculation (ωB97M-V with the def2-TZVPD basis set) of a single C6H10N2O molecule at a distorted geometry.

Output
SMILES = C[C@@]12C[C@]1(C)NC(=O)N2
HOMO level = -9.25 eV
HOMO-LUMO gap = 9.98 eV
Molecular weight = 126.2 g mol⁻¹
E = -11410.691 eV

Structure (ORCA input):
```
! wB97M-V def2-TZVPD RIJCOSX def2/J DEFGRID3
* xyz 0 1
C -1.00995 -1.66327 0.62330
C 0.04120 -0.83512 -0.05746
C -0.42068 -0.12062 -1.38560
C -0.08058 0.68972 -0.07363
C -1.11627 1.67285 0.38722
N 1.43670 1.15829 0.03377
C 2.16938 0.01136 0.04561
O 3.39592 -0.00098 0.02898
N 1.42862 -1.13353 0.11791
H -0.75674 -2.17329 1.56861
H -1.29863 -2.42298 -0.07363
H -1.84890 -1.08150 0.81350
H 0.27144 -0.15568 -2.28190
H -1.46193 0.00844 -1.58492
H -0.97279 2.21859 1.42563
H -2.10244 1.26965 0.43731
H -1.17427 2.46927 -0.30263
H 1.49384 1.93688 0.58769
H 2.00610 -1.84809 -0.30977
*
```